C4H6N2O | ωB97M-V/def2-TZVPD

Bonds (Å) are listed after each position.
Atoms and positions in Å:
1 H -0.734 0.560 -2.343  C10 1.089
2 C 1.274 0.697 1.195  N9 1.409, C11 1.211
3 H 0.362 1.995 -0.253  N9 1.009
4 H -2.005 0.947 -1.174  C10 1.091
5 N -0.069 -0.994 0.430  C6 1.293, O12 1.405
6 C -0.280 0.034 -0.326  N5 1.293, N9 1.359, C10 1.491
7 H 2.753 0.520 2.863  C11 1.054
8 H -1.723 -0.745 -1.650  C10 1.088
9 N 0.547 1.048 0.041  C2 1.409, H3 1.009, C6 1.359
10 C -1.247 0.212 -1.447  H1 1.089, H4 1.091, C6 1.491, H8 1.088
11 C 2.141 0.761 2.039  C2 1.211, H7 1.054
12 O -0.592 -2.207 -0.048  N5 1.405, H13 0.965
13 H -0.426 -2.827 0.673  O12 0.965

Output
SMILES: C#CN/C(C)=N/O
LUMO: 0.86 eV
Maximum force: 2.9 eV/Å
Total energy: -340.6162 hartree
HOMO-LUMO gap: 9.1 eV
HOMO: -8.28 eV

***

C4H6N2O | ωB97M-V/def2-TZVPD

Bonds (Å) are listed after each position.
Atoms and positions in Å:
1 H -2.038 0.611 2.602  C3 1.082
2 C 0.489 -0.480 0.975  C5 1.368, N6 1.381, H8 1.081
3 C -1.281 0.300 1.894  H1 1.082, N6 1.303, N10 1.370
4 H -2.194 0.920 0.054  N10 1.007
5 C -0.294 -0.009 -0.042  C2 1.368, N10 1.369, O13 1.347
6 N -0.149 -0.275 2.183  C2 1.381, C3 1.303
7 C 1.151 -0.131 -1.840  H9 1.097, H11 1.097, H12 1.090, O13 1.417
8 H 1.460 -0.952 0.920  C2 1.081
9 H 1.526 -1.122 -1.558  C7 1.097
10 N -1.427 0.489 0.544  C3 1.370, H4 1.007, C5 1.369
11 H 1.813 0.637 -1.423  C7 1.097
12 H 1.122 -0.049 -2.927  C7 1.090
13 O -0.177 0.062 -1.382  C5 1.347, C7 1.417

Output
SMILES: COc1cnc[nH]1
LUMO: 0.87 eV
Maximum force: 0.3 eV/Å
Total energy: -340.7528 hartree
HOMO-LUMO gap: 9.1 eV
HOMO: -8.24 eV

***

C4H6N2O | ωB97M-V/def2-TZVPD

Bonds (Å) are listed after each position.
Atoms and positions in Å:
1 C 0.571 -1.154 -0.419  C2 1.539, N6 1.472, H8 1.092, H9 1.095
2 C -0.826 -0.601 -0.753  C1 1.539, N3 1.475, C11 1.484, H12 1.088
3 N -0.737 0.864 -0.606  C2 1.475, C11 1.674, C13 1.325
4 H -0.389 2.539 0.699  O7 0.981
5 H -1.169 -0.288 1.262  C11 1.116
6 N 1.182 -0.002 0.264  C1 1.472, H10 1.009, C13 1.333
7 O 0.503 2.146 0.815  H4 0.981, C13 1.313
8 H 1.145 -1.400 -1.315  C1 1.092
9 H 0.543 -2.025 0.244  C1 1.095
10 H 1.834 -0.067 1.031  N6 1.009
11 C -1.734 -0.115 0.316  C2 1.484, N3 1.674, H5 1.116
12 H -1.252 -0.916 -1.703  C2 1.088
13 C 0.329 1.018 0.165  N3 1.325, N6 1.333, O7 1.313

Output
LUMO: 0.60 eV
Maximum force: 0.7 eV/Å
Total energy: -340.6337 hartree
HOMO-LUMO gap: 8.0 eV
HOMO: -7.37 eV

***

C4H6N2O | ωB97M-V/def2-TZVPD

Bonds (Å) are listed after each position.
Atoms and positions in Å:
1 O -1.034 -0.915 -0.017  C5 1.347, C7 1.417
2 H -0.017 1.781 -0.863  C4 1.081
3 H 3.289 -0.255 0.697  C9 1.082
4 C 0.559 0.985 -0.413  H2 1.081, C5 1.368, N6 1.381
5 C 0.142 -0.257 -0.017  O1 1.347, C4 1.368, N11 1.369
6 N 1.910 1.120 -0.161  C4 1.381, C9 1.303
7 C -2.154 -0.069 -0.210  O1 1.417, H10 1.090, H12 1.097, H13 1.097
8 H 1.258 -1.823 0.868  N11 1.007
9 C 2.288 -0.008 0.370  H3 1.082, N6 1.303, N11 1.370
10 H -3.036 -0.711 -0.200  C7 1.090
11 N 1.247 -0.892 0.482  C5 1.369, H8 1.007, C9 1.370
12 H -2.219 0.670 0.598  C7 1.097
13 H -2.093 0.454 -1.172  C7 1.097

Output
SMILES: COc1cnc[nH]1
LUMO: 0.87 eV
Maximum force: 0.3 eV/Å
Total energy: -340.7528 hartree
HOMO-LUMO gap: 9.1 eV
HOMO: -8.24 eV

***

C4H6N2O | ωB97M-V/def2-TZVPD

Bonds (Å) are listed after each position.
Atoms and positions in Å:
1 C 0.433 -0.912 -0.824  C10 1.371, C12 1.429, H13 1.080
2 H 2.897 0.958 -0.078  O4 0.969
3 H -2.449 0.368 0.581  C6 1.090
4 O 2.472 0.411 -0.756  H2 0.969, C10 1.337
5 N 0.841 0.494 0.934  N9 1.434, C10 1.384
6 C -1.718 0.139 -0.195  H3 1.090, H7 1.088, C12 1.397
7 H -2.092 0.255 -1.210  C6 1.088
8 H -0.757 -0.077 1.973  N9 1.015
9 N -0.103 -0.511 1.328  N5 1.434, H8 1.015, C12 1.403
10 C 1.330 -0.055 -0.239  C1 1.371, O4 1.337, N5 1.384
11 H -0.398 1.121 0.239  no bonds
12 C -0.671 -0.748 0.068  C1 1.429, C6 1.397, N9 1.403
13 H 0.405 -1.253 -1.848  C1 1.080

Output
LUMO: 0.49 eV
Maximum force: 0.4 eV/Å
Total energy: -340.5939 hartree
HOMO-LUMO gap: 9.3 eV
HOMO: -8.84 eV

***

C4H6N2O | ωB97M-V/def2-TZVPD

Bonds (Å) are listed after each position.
Atoms and positions in Å:
1 H 2.266 -0.071 -2.336  C10 1.084
2 N 0.906 1.072 0.375  C5 1.242, N11 1.414
3 H -3.250 0.325 -0.218  C12 1.097
4 C -1.183 -0.046 -0.057  N11 1.304, C12 1.501
5 C 1.516 0.358 -0.437  N2 1.242, C10 1.310
6 O 3.288 -1.162 -0.935  C10 1.367, H13 0.965
7 H -0.702 1.175 1.551  N11 1.022
8 H -2.869 -1.176 0.591  C12 1.095
9 H -2.733 0.367 1.492  C12 1.106
10 C 2.332 -0.243 -1.267  H1 1.084, C5 1.310, O6 1.367
11 N -0.413 0.681 0.704  N2 1.414, C4 1.304, H7 1.022
12 C -2.568 -0.125 0.515  H3 1.097, C4 1.501, H8 1.095, H9 1.106
13 H 3.411 -1.156 0.022  O6 0.965

Output
LUMO: 0.46 eV
Maximum force: 0.6 eV/Å
Total energy: -340.6007 hartree
HOMO-LUMO gap: 9.0 eV
HOMO: -8.53 eV

***

C4H6N2O | ωB97M-V/def2-TZVPD

Bonds (Å) are listed after each position.
Atoms and positions in Å:
1 H 1.137 -0.916 1.714  C3 1.091
2 C -0.935 0.641 -0.175  N8 1.325, O11 1.316, C13 1.436
3 C 0.790 -0.414 0.810  H1 1.091, C5 1.525, N7 1.449, C13 1.501
4 H 2.009 1.214 1.038  N7 1.016
5 C 0.352 -1.238 -0.396  C3 1.525, H6 1.090, N8 1.476, H12 1.092
6 H 1.109 -1.122 -1.172  C5 1.090
7 N 1.372 0.829 0.346  C3 1.449, H4 1.016, C13 1.521
8 N -0.873 -0.523 -0.805  C2 1.325, C5 1.476, H9 1.013
9 H -1.457 -0.772 -1.594  N8 1.013
10 H -1.756 2.253 0.069  O11 0.974
11 O -1.851 1.508 -0.551  C2 1.316, H10 0.974
12 H 0.138 -2.293 -0.210  C5 1.092
13 C -0.034 0.834 0.926  C2 1.436, C3 1.501, N7 1.521

Output
SMILES: OC1=C2N[C@@H]2CN1
LUMO: 0.80 eV
Maximum force: 0.4 eV/Å
Total energy: -340.6568 hartree
HOMO-LUMO gap: 8.3 eV
HOMO: -7.47 eV

***

C4H6N2O | ωB97M-V/def2-TZVPD

Bonds (Å) are listed after each position.
Atoms and positions in Å:
1 C -1.124 -0.879 1.187  N5 1.494, H11 1.146, H12 1.176, C13 1.515
2 H -0.129 -2.582 0.100  C13 1.109
3 C 0.480 0.033 -0.502  N5 1.379, C7 1.527, N9 1.251
4 H 2.184 0.051 -1.393  N9 1.066
5 N -0.748 -0.527 -0.215  C1 1.494, C3 1.379, C13 1.444
6 H -2.060 -2.105 -0.435  C13 1.184
7 C 0.740 1.497 -0.151  C3 1.527, H8 1.133, O10 1.255
8 H 1.759 1.772 -0.563  C7 1.133
9 N 1.409 -0.598 -1.053  C3 1.251, H4 1.066
10 O 0.181 2.410 0.504  C7 1.255
11 H -2.091 -0.352 1.504  C1 1.146
12 H -0.221 -0.606 1.891  C1 1.176
13 C -1.015 -1.914 0.087  C1 1.515, H2 1.109, N5 1.444, H6 1.184

Output
SMILES: [H]/N=C(\C=O)N1CC1
LUMO: -0.16 eV
Maximum force: 4.5 eV/Å
Total energy: -340.6605 hartree
HOMO-LUMO gap: 9.6 eV
HOMO: -9.79 eV